Entry 1:
30
Properties=species:S:1:pos:R:3:forces:R:3 method="wB97M-V/def2-TZVPD" gap_ev=11.9 spin_multiplicity=1 lumo_energy_ev=-2.81 smiles="COC(=O)[C@@]1(C)[NH2+]CCC1(C)C" relative_energy_ev=1.251 total_charge=+1 total_energy_ev=-15202.1067
C 1.420866 0.483832 0.002636 -0.0871 3.8600 -0.2872
C -2.165582 0.163004 -0.445441 -1.6193 -0.4524 0.9406
C -2.055937 1.601100 0.108644 0.7488 -2.2288 -1.4575
C 0.011920 0.395062 0.587485 0.2653 -2.5939 -0.2441
C -0.849615 -0.566488 -0.399083 -0.2073 1.1716 0.6061
C 0.067906 0.105149 2.104859 -1.2640 0.1919 -1.4481
C -0.994923 -1.972760 -0.015512 1.1629 -2.5115 3.3441
C -0.291823 -0.632929 -1.774809 2.7576 1.6375 -2.5996
C 3.552298 -0.335166 -0.221821 3.7726 -1.1518 2.8097
N -0.601065 1.675000 0.388753 2.2504 4.7958 -0.9084
O 1.654637 1.538344 -0.642525 0.1629 -2.6628 0.7850
O 2.281022 -0.415358 0.381310 -1.6946 -0.6969 -0.0938
H -2.935166 -0.434098 0.103870 0.5250 0.7074 -0.2978
H -2.485120 0.212065 -1.444395 -0.6503 -0.0375 -1.3509
H -2.393183 2.289285 -0.645760 0.2375 0.6909 0.1626
H -2.658473 1.574106 0.947523 -0.7983 0.8643 2.0047
H 0.101538 -0.924521 2.162696 -0.2612 -2.4070 0.4815
H -0.791594 0.458181 2.692962 0.3697 0.0892 -0.3204
H 1.010411 0.356518 2.486765 1.1631 1.1101 0.7995
H 0.034740 -2.324883 0.261384 -0.6427 -0.1476 -0.5452
H -1.368172 -2.635705 -0.792489 -0.0843 0.2788 -0.0641
H -1.547480 -2.214729 0.943520 0.1757 0.6551 -1.0700
H -0.432797 0.299014 -2.381203 0.7795 0.0105 0.8966
H -0.817705 -1.234839 -2.478087 -0.7921 -1.3041 0.1773
H 0.808677 -0.977598 -1.876809 -1.6936 0.6176 0.3367
H 3.478786 0.430947 -0.945340 0.5540 0.1764 -1.3501
H 3.984781 -1.408873 -0.458124 -1.3453 2.3772 0.0208
H 4.264371 0.075589 0.643464 -1.3272 -0.8273 -1.9344
H -0.046009 2.147359 -0.522428 -1.0392 -1.4491 2.5450
H -0.237296 2.273378 1.227954 -1.4185 -0.7636 -1.9386

---

Entry 2:
9
Properties=species:S:1:pos:R:3:forces:R:3 method="wB97M-V/def2-TZVPD" gap_ev="3.9 / 3.9" spin_multiplicity=1 lumo_energy_ev="-8.36 / -8.38" relative_energy_ev=4.735 total_charge=+1 total_energy_ev=-13224.3423
C -0.605583 0.590914 -0.733574 -1.1780 0.0886 -1.9644
C -3.853103 0.180916 0.044443 -2.6809 1.7389 -0.7959
N 1.157239 -0.243859 0.497090 4.1644 -2.2091 1.5684
N 0.361860 0.045410 -0.337454 -2.9521 1.6978 -0.7935
F -5.011814 -0.243273 0.370982 1.8735 0.1784 -1.2315
F -3.697907 0.804319 -1.066484 -0.4116 -1.6546 1.8835
F -3.035408 0.278549 0.942254 1.0404 -0.2657 0.3315
H -1.466820 0.789709 -1.386108 1.3727 -0.2718 0.6171
H 2.025740 -0.725075 0.133574 -1.2283 0.6975 0.3848

---

Entry 3:
56
Properties=species:S:1:pos:R:3:forces:R:3 method="wB97M-V/def2-TZVPD" gap_ev="4.0 / 4.6" spin_multiplicity=5 lumo_energy_ev="2.70 / 0.62" s2=6.096 relative_energy_ev=5.332 total_charge=-1 total_energy_ev=-71275.0249
C 2.736415 -0.396464 1.897936 0.4704 0.0666 0.3774
C 1.767900 0.083426 0.875877 -0.6333 -1.7487 0.5875
C 1.346572 1.487589 0.900694 -1.0667 -1.2333 1.5358
C 0.950434 -0.934444 0.208594 0.3249 1.0075 -0.7418
Fe -0.030918 -2.436796 1.174346 2.0287 -1.6321 -2.5444
C 1.413507 -3.592093 0.954983 -1.9669 2.7114 0.4769
O 2.180854 -4.331972 0.614538 2.4173 -2.5184 -0.8323
C -0.692257 -2.883407 -0.473845 -0.2227 -0.2242 -4.1882
O -0.862381 -3.021302 -1.649432 0.4144 0.3908 3.5390
C -0.886242 -1.294298 2.667428 -0.0802 -0.9437 0.0446
C 0.014835 -2.273347 3.217572 -1.0501 -0.2775 1.3871
C -0.435783 -3.581723 2.793996 -0.9678 1.1727 0.8864
C -1.610522 -3.403407 1.981812 -0.6029 0.7766 1.3710
C -1.886039 -1.985602 1.901183 -1.0855 -0.3196 1.5650
H 3.368146 -1.158214 1.430703 0.1642 -0.0581 0.1648
H 3.378298 0.410980 2.270365 0.0723 -0.1395 -0.1211
H 2.273530 -0.880738 2.790156 0.0193 0.2685 -0.6350
H 0.229989 1.441703 1.147599 0.9676 0.6725 -0.9224
H 1.843845 2.038302 1.736939 -0.6026 -0.2335 -1.0990
H 0.116435 -0.519890 -0.391045 0.7712 0.1952 -0.1278
H 1.603716 -1.593654 -0.385045 -0.1789 0.4190 -0.2492
H -0.869003 -0.229536 2.880335 0.1574 -0.1733 -0.2713
H 0.826411 -2.075832 3.905090 -0.0652 -0.0326 -0.1467
H -0.030289 -4.528388 3.122561 0.1460 0.0614 -0.2614
H -2.225889 -4.198881 1.580359 0.2211 0.1414 -0.1586
H -2.743206 -1.528869 1.423656 0.1635 -0.0581 -0.0429
C 7.706514 2.426936 -0.047107 0.4003 -0.0774 0.1608
C 6.224867 2.431107 -0.160266 0.6333 -0.1587 0.3412
C 5.602748 2.346193 -1.385333 -1.8880 -0.0706 -0.9471
F 6.372912 2.289431 -2.507451 0.1109 0.0092 0.0768
C 4.230470 2.289867 -1.553615 1.0989 0.1905 0.5707
C 3.358967 2.307144 -0.390313 -0.9928 0.0403 -0.8242
C 1.932377 2.185131 -0.583450 1.4061 1.7137 1.0078
C 1.344953 2.687163 -1.842212 -1.4939 0.2669 0.3213
C 1.941932 3.650455 -2.722599 -0.4180 -1.4039 0.9931
C 1.264512 3.992640 -3.864153 -0.0289 0.2216 -0.2483
F 1.899705 4.816247 -4.734951 0.0098 0.1907 -0.0493
C -0.006019 3.569523 -4.196037 0.2917 -0.1355 0.3220
C -0.660280 3.996354 -5.468247 -0.4239 0.0079 -0.3524
C -0.615036 2.724945 -3.253837 -0.6578 0.4308 -0.9976
C -0.009743 2.336374 -2.102524 0.6185 -0.9290 0.6574
C 4.015709 2.562435 0.851268 0.3131 0.1124 1.2687
C 5.388718 2.568966 0.959992 -0.8213 0.0472 -0.0058
H 7.993227 2.077854 0.947454 0.0892 -0.0093 -0.0509
H 8.173972 1.775324 -0.792464 -0.0591 0.1104 0.1136
H 8.135145 3.429007 -0.170332 0.0122 -0.0133 -0.0563
H 3.820325 2.244957 -2.536000 0.0414 -0.4132 -0.4481
H 0.915890 2.649732 0.121824 0.6322 1.1852 -0.8196
H 2.914457 4.057608 -2.530465 0.1890 0.1627 0.0328
H -1.693957 3.644226 -5.482725 0.0376 0.0151 -0.0022
H -0.686439 5.084652 -5.597312 0.1238 -0.1560 0.1325
H -0.171876 3.584540 -6.359536 0.0677 0.0372 0.1989
H -1.612278 2.381385 -3.486396 -0.1865 -0.0513 0.1098
H -0.560322 1.674455 -1.400812 0.5965 0.4608 -0.5234
H 3.434750 2.807833 1.759913 0.5261 -0.2886 -0.6616
H 5.852855 2.657854 1.933528 -0.0434 0.2130 0.0861

---

Entry 4:
55
Properties=species:S:1:pos:R:3:forces:R:3 method="wB97M-V/def2-TZVPD" gap_ev=6.1 spin_multiplicity=1 lumo_energy_ev=-0.67 relative_energy_ev=0.000 total_energy_ev=-51259.0808
C -1.810794 1.613122 -3.759207 -0.0026 0.1445 0.1983
C -0.922292 0.538619 -3.732308 0.4407 -0.4510 0.2644
C -0.251478 0.189175 -2.535215 -0.8972 0.5576 -1.2313
C -0.457413 0.975098 -1.417208 0.6284 -0.9330 1.8356
C -1.334559 2.040909 -1.426802 -0.7791 0.3523 -1.2204
C -2.039976 2.364568 -2.602465 0.3541 0.0010 0.4025
C 0.611653 -1.051411 -2.460478 0.2568 -0.1524 0.2007
C 1.867979 -0.947172 -1.562979 0.0243 -0.3560 -0.2972
N 2.995760 -0.312643 -2.191087 0.2875 -0.3348 -0.4441
Sr -0.288956 -0.493996 0.796116 0.2774 0.7987 -0.9076
C -1.496571 2.827074 -0.145347 0.1742 -0.2680 0.4378
P 0.060773 2.536542 0.838000 -0.5961 0.2515 -0.4056
H -0.739495 -0.058042 -4.633987 -0.1565 0.2622 0.1912
H -2.739898 3.201703 -2.589434 0.0850 -0.1658 -0.2092
H -2.325508 1.878802 -4.682316 0.1038 -0.1177 0.1813
H -2.345652 2.473891 0.468522 0.0935 0.1676 -0.2819
H -1.603829 3.910982 -0.302239 -0.1186 -0.2326 0.0329
H 0.009285 -1.891978 -2.052309 0.2390 0.4126 -0.3658
H 0.949867 -1.332365 -3.471675 -0.0779 -0.0674 0.3556
H 1.651734 -0.429757 -0.593495 0.1049 -0.0416 -0.2994
C -0.329869 3.563474 2.293805 0.0989 0.2115 0.2317
C 1.117931 3.727446 -0.068667 0.5387 -0.1774 0.0497
H 2.181559 -1.973164 -1.308186 -0.1483 0.3794 0.0059
C 2.874624 1.078074 -2.561877 0.0527 0.1286 0.0675
C 4.252905 -0.631905 -1.549440 -0.2184 -0.0132 0.0247
H 0.875832 -0.152123 3.319434 0.4484 -0.1709 -0.2205
H 3.823326 1.373322 -3.029923 -0.2957 0.0497 -0.0015
H 2.056158 1.224189 -3.276883 0.1823 -0.0042 0.2139
H 2.703709 1.748516 -1.695063 -0.0170 -0.1337 -0.1120
H 5.072209 -0.214505 -2.144159 -0.0574 -0.1325 0.1610
H 4.323655 -0.228176 -0.520265 0.0646 -0.0099 -0.0562
H 4.357527 -1.724161 -1.496430 0.0948 0.2792 0.0160
H 0.672284 4.728941 0.010093 0.1592 -0.2312 -0.0198
H 2.113143 3.718991 0.398798 -0.1801 0.2060 -0.2313
H 1.221706 3.451710 -1.126800 -0.1003 -0.0159 0.3589
H -0.652166 4.561044 1.972103 0.0072 -0.0842 0.3099
H -1.120117 3.076361 2.880182 0.1509 0.2106 -0.0584
H 0.576588 3.634239 2.909641 -0.2857 0.1381 0.0011
H 1.486660 -0.414563 2.950949 -0.4128 0.1365 0.2893
O 0.948221 -2.912689 0.886773 -1.9764 -0.8357 0.3501
C -0.283701 -3.214017 0.932858 0.6325 1.2230 -1.6502
N -1.144075 -2.799354 -0.062121 -0.0910 0.0806 0.4999
S -2.676479 -2.503699 0.489260 1.4602 -0.4185 -0.4934
O -2.760469 -1.031081 0.691228 -0.0254 -1.3229 0.0657
O -3.723314 -3.128326 -0.260637 0.2877 0.3105 0.4211
C -2.334625 -3.213114 2.085553 -0.3714 0.5843 0.8535
C -3.105747 -2.937191 3.209852 0.1258 -0.5433 0.0794
C -2.511212 -3.097511 4.464566 -0.1405 -0.0503 -0.2742
C -1.162742 -3.464302 4.567898 0.0421 -0.1557 0.0759
C -0.389129 -3.701170 3.433207 -0.2640 -0.3184 -0.3188
C -0.997800 -3.594539 2.170600 -0.0871 0.6912 1.1881
H -4.132550 -2.599808 3.078116 0.2262 0.0011 0.2110
H -3.098881 -2.906330 5.361375 0.2047 -0.0084 -0.1780
H -0.701353 -3.535948 5.555294 -0.1667 0.0050 -0.3084
H 0.675561 -3.941750 3.494781 -0.3805 0.1632 0.0107